Density functional theory data (wB97M-V/def2-TZVPD) for the ion C10H12N with charge +1.

```
23
Properties=species:S:1:pos:R:3
C -0.67484 -2.88966 -0.13512
C 2.47307 1.37243 0.08634
C 3.08568 0.21862 -0.14954
C 1.10582 1.78082 0.27176
C 2.46989 -1.09479 -0.20949
C 0.00194 1.07863 0.16451
C 1.11774 -1.31984 -0.19820
C -2.09636 0.03640 1.26589
C -1.78003 0.15108 -1.32857
C -1.44602 0.82054 0.09585
N 0.29058 -2.25147 -0.02431
H -1.65895 -2.90039 -0.04916
H 3.11255 2.19497 0.31589
H 4.12651 0.35705 -0.14000
H 0.91463 2.80911 0.42292
H 3.19059 -2.00046 -0.33076
H -3.07558 0.25709 1.31828
H -1.49978 0.39424 2.17145
H -1.94452 -1.03693 1.36837
H -2.72427 0.50552 -1.65094
H -1.97512 -0.93454 -1.26639
H -1.11441 0.63040 -2.09329
H -1.89910 1.82120 0.09453
```

The charge is +1. The lowest unoccupied orbital energy (alpha / beta) comes out at -5.480 / -5.496 eV. As for the HOMO energy (alpha / beta): -12.614 / -12.597 eV. The spin multiplicity is 1. The value obtained for the energy relative to the best compared isomer or geometry (same formula, charge and spin) is 8.116 eV. The HOMO-LUMO gap (alpha / beta) comes out at 7.134 / 7.101 eV. The calculation puts the molar mass at 146.2 g/mol. The total energy comes out at -442.45938 a.u.

Density functional theory data (wB97M-V/def2-TZVPD) for a structure of composition C10H12N2O.

```
25
Properties=species:S:1:pos:R:3
C 1.25553 -1.59732 -1.01225
C -0.13995 -1.59554 -1.32802
C -0.77462 -0.20918 -1.29931
C 1.42005 1.01407 -1.25172
C -0.78184 0.61443 0.14510
C -2.05212 1.24555 0.47196
C -2.39187 1.23429 1.89433
C -1.14572 1.07656 2.76598
C -0.08643 0.24973 2.39777
C 0.16221 0.11898 0.99033
H -0.82390 -2.30245 -0.61104
H -0.26906 -1.85084 -2.45257
H -1.61881 -0.38095 -1.66357
H -0.48654 1.52617 -2.24211
H 1.10461 1.58549 -0.38403
H 2.04393 1.51983 -1.88327
H 2.72445 -0.45806 0.30052
H -2.80980 1.54709 -0.23302
H -3.29737 1.61238 2.47590
H -1.46218 1.35433 3.63968
H 0.69274 -0.21652 3.16694
H 0.79432 -0.79048 0.99168
N 0.15095 0.73181 -2.18762
N 1.83708 -0.24737 -0.66584
O 2.08750 -2.43081 -0.47198
```

The lowest unoccupied orbital energy comes out at 0.472 eV. As for the HOMO energy: -8.556 eV. The spin multiplicity is 1. The value obtained for the energy relative to the best compared isomer or geometry (same formula, charge and spin) is 9.043 eV. The HOMO-LUMO gap comes out at 9.028 eV. The calculation puts the molar mass at 176.2 g/mol. The total energy comes out at -572.70392 a.u.

| no. | largest force on an atom (eV/A) |
| --- | --- |
| 1 | 6.03 |
| 2 | 11.30 |